# 1
Density functional theory data (ωB97M-V with the def2-TZVPD basis set) for C18H30ClEuIO4 as an isolated structure at a distorted geometry.

Computed properties:
2S+1 ... 8
Highest occupied orbital energy (alpha / beta) ... -10.77 / -12.79 eV
Frontier orbital gap (alpha / beta) ... 0.1647 / 0.0682 hartree
⟨S²⟩ ... 15.76
Largest force on an atom ... 0.0668 hartree/bohr
Charge ... +2

```
55
Properties=species:S:1:pos:R:3:nbo_charge:R:1
C -1.4941 4.1527 -2.5344 -0.612
C -1.0112 3.9021 -1.0712 -0.482
C -1.5529 2.5701 -0.5207 -0.382
C -0.4503 1.5168 -0.6557 -0.420
C -0.9231 0.0643 -0.8044 -0.397
C 0.1817 -0.9390 -0.3538 -0.019
C 0.4907 -0.7389 1.1338 -0.446
C -0.7318 -0.7049 2.0495 -0.061
O -1.1318 0.6418 2.2740 -0.568
C -2.0518 0.7758 3.3566 -0.065
C -3.0772 1.8410 3.0380 -0.626
C -0.2883 -2.3713 -0.7585 0.107
C 0.1224 -3.5849 0.0679 -0.438
C 1.6221 -3.6979 0.4146 -0.449
C 2.2416 -4.9717 -0.1308 -0.507
I 4.3033 -5.0637 0.4172 0.899
O 0.2187 -2.5498 -2.0971 -0.493
C 1.2650 -1.7506 -2.3598 0.794
O 1.9778 -1.8735 -3.3162 -0.545
C 1.3390 -0.6442 -1.3236 -0.377
C 2.7691 -0.4311 -0.7874 -0.528
C 2.9958 1.0566 -0.6792 0.573
O 2.7038 1.8767 -1.5052 -0.519
Cl 3.6141 1.5839 0.8936 -0.040
H -2.5694 4.3169 -2.5159 0.266
H -1.2339 3.2897 -3.1443 0.257
H -1.0079 5.0448 -2.9740 0.127
H -1.3076 4.7362 -0.4001 0.204
H 0.0925 3.7864 -1.0270 0.180
H -2.4487 2.2769 -1.0725 0.218
H -1.8255 2.7011 0.5257 0.243
H 0.2037 1.6107 0.2104 0.221
H 0.1383 1.7728 -1.5444 0.196
H -1.1006 -0.1206 -1.8703 0.215
H -1.8760 -0.1122 -0.3017 0.225
H 1.0271 0.2046 1.2601 0.239
H 1.1617 -1.5029 1.5148 0.209
H -1.5708 -1.2699 1.6256 0.165
H -0.4749 -1.1796 3.0019 0.185
H -1.4990 1.0515 4.2610 0.184
H -2.5512 -0.1762 3.5584 0.175
H -3.7993 1.9306 3.8496 0.235
H -3.6283 1.6025 2.1247 0.207
H -2.5972 2.8163 2.9086 0.204
H -1.3792 -2.3714 -0.8261 0.218
H -0.5199 -3.6516 0.9493 0.245
H -0.1431 -4.4469 -0.5515 0.241
H 1.7617 -3.6741 1.4980 0.227
H 2.1628 -2.8416 0.0170 0.217
H 1.7575 -5.8563 0.2746 0.260
H 2.2236 -4.9983 -1.2175 0.278
H 1.1536 0.2495 -1.9145 0.280
H 2.9675 -0.8917 0.1743 0.230
H 3.4872 -0.8232 -1.5157 0.284
Eu 0.2630 5.8660 -1.6260 0.964
```

# 2
Density functional theory data (ωB97M-V with the def2-TZVPD basis set) for a single C5H11NOS molecule at a distorted geometry.

Computed properties:
Highest occupied orbital energy ... -9.10 eV
Frontier orbital gap ... 0.3579 hartree
ΔE to the lowest compared entry with this formula, charge and spin ... 77.8 kcal/mol
Largest force on an atom ... 0.1444 hartree/bohr
Charge ... 0

```
19
Properties=species:S:1:pos:R:3:nbo_charge:R:1
C -0.3766 1.3424 -0.4843 -0.420
C 0.1557 2.2513 0.6092 -0.517
S 1.8388 2.8675 0.2035 -0.062
C 0.2562 -0.0748 -0.8800 -0.210
N 0.1134 -0.7981 0.3288 -0.665
C 0.1500 -2.2417 0.2889 -0.318
C -1.1675 -2.7595 -0.1759 0.410
O -1.3355 -3.7648 -0.9081 -0.531
H -0.2744 1.8699 -1.4420 0.216
H -1.5353 1.1548 -0.1513 0.219
H -0.5494 3.1417 0.7219 0.239
H 0.2475 1.6920 1.5896 0.202
H 1.7948 4.0220 0.8516 0.126
H 1.3577 -0.0601 -1.3482 0.171
H -0.2807 -0.6917 -1.6542 0.206
H 0.4460 -0.3968 1.2090 0.382
H 0.0020 -2.6697 1.4001 0.227
H 1.0283 -2.7993 -0.1837 0.209
H -1.8709 -2.0851 0.0249 0.115
```